Entry from the Open Molecules 2025 dataset: a 2-piece molecular cluster, C4H13N2O2 overall (the ωB97M-V functional and the def2-TZVPD basis).

```
21
Properties=species:S:1:pos:R:3:mulliken_charge:R:1
O -0.124 -1.996 1.329 -0.531
C 0.213 -0.882 1.192 0.130
N 0.607 0.037 2.146 -0.306
C 0.248 -0.399 -0.282 0.800
N 0.751 -1.664 -0.980 -0.418
C -2.024 0.734 0.120 -1.167
C -1.272 -0.224 -0.820 -0.661
H 0.945 0.986 1.959 0.209
H 0.554 -0.168 3.034 0.192
H 0.870 0.367 -0.774 0.016
H 0.013 -2.363 -1.175 0.346
H 1.437 -2.227 -0.343 0.381
H 1.273 -1.473 -1.774 0.324
H -3.027 1.167 -0.340 0.356
H -1.469 1.645 0.265 0.315
H -2.269 0.249 1.086 0.316
H -1.960 -1.020 -1.016 0.361
H -1.437 0.355 -1.798 0.367
H 1.894 2.328 -1.368 0.292
H 2.689 2.431 0.016 0.218
O 2.090 2.119 -0.477 -0.542
```

DFT total energy, eV: -11426.033
Relative energy (zero: lowest compared OMol25 entry of this formula, charge and spin), kcal per mole: 79.4
Total charge: +1
E_LUMO, eV: -3.333

=====

Entry from the Open Molecules 2025 dataset: one molecule with the formula BrNO2 (the ωB97M-V functional and the def2-TZVPD basis).

```
4
Properties=species:S:1:pos:R:3:mulliken_charge:R:1
N 0.232 0.752 -0.280 0.336
O -0.527 1.646 -0.360 -0.256
O -0.378 -0.473 0.141 -0.205
Br 0.673 -1.925 0.499 0.125
```

DFT total energy, eV: -75620.320
Relative energy (zero: lowest compared OMol25 entry of this formula, charge and spin), kcal per mole: 0.0
E_LUMO (spin up / spin down), eV: -0.233 / -3.855
Spin multiplicity: 3

=====

Entry from the Open Molecules 2025 dataset: C30H23BrClN7NaO3SSbSe4 as an isolated structure (the ωB97M-V functional and the def2-TZVPD basis).

```
72
Properties=species:S:1:pos:R:3:mulliken_charge:R:1
Na -0.106 -0.543 -0.879 0.963
C 0.978 -2.272 3.308 -1.809
C 0.351 -1.532 2.160 -0.013
N 0.896 -0.631 1.446 1.289
N 2.163 -0.224 1.702 -0.781
C 2.816 0.666 0.907 0.293
N 4.093 0.903 1.355 -0.529
S 2.227 1.429 -0.437 -0.365
C -1.090 -1.824 1.860 0.758
C -1.837 -2.667 2.662 -0.720
C -3.165 -2.907 2.328 -0.545
C -3.703 -2.283 1.226 -0.957
C -2.878 -1.444 0.484 -0.643
N -1.610 -1.222 0.784 0.723
H 2.045 -2.090 3.412 0.424
H 0.847 -3.346 3.158 0.306
H 0.494 -1.997 4.247 0.347
H 2.714 -0.721 2.386 0.175
H 4.315 0.739 2.324 0.165
H 4.531 1.695 0.919 0.260
H -1.401 -3.159 3.518 0.462
H -3.753 -3.601 2.916 0.432
H -4.719 -2.470 0.907 0.510
H -3.250 -0.944 -0.404 0.551
Br -6.131 1.473 5.426 -0.243
C -5.608 2.750 4.115 0.173
C -5.363 4.055 4.499 -0.521
C -4.994 4.985 3.537 -0.140
C -4.850 4.626 2.200 -0.045
C -5.098 3.296 1.842 0.092
C -5.482 2.362 2.789 -0.651
N -4.683 5.672 1.254 -0.773
N -4.065 5.517 0.155 -0.453
C -3.148 4.528 -0.111 0.082
C -3.016 4.222 -1.479 -0.260
C -2.319 3.140 -1.946 -1.058
C -1.635 2.242 -1.062 0.567
O -1.064 1.214 -1.455 -0.704
C -1.625 2.647 0.372 -0.089
N -0.872 1.893 1.189 0.217
C -0.723 2.258 2.438 0.058
C -1.251 3.454 2.946 -1.289
C -2.047 4.216 2.131 -0.444
C -2.323 3.789 0.816 0.408
H -5.462 4.344 5.537 0.390
H -4.803 6.013 3.820 0.418
H -4.999 2.995 0.807 0.360
H -5.670 1.337 2.499 0.432
H -3.578 4.847 -2.164 0.384
H -2.293 2.904 -3.002 0.401
H -0.136 1.595 3.070 0.409
H -1.022 3.772 3.956 0.390
H -2.439 5.161 2.482 0.630
Cl 5.679 -1.362 -6.508 -0.271
C 4.574 -1.525 -5.149 0.473
C 4.890 -2.399 -4.124 -0.715
C 4.030 -2.497 -3.039 -0.135
C 2.859 -1.751 -2.993 0.189
C 2.556 -0.895 -4.044 -0.261
C 3.419 -0.766 -5.123 -0.776
C 1.914 -1.904 -1.817 0.418
O 2.423 -1.940 -0.678 -0.693
O 0.687 -2.021 -2.085 -0.955
H 5.794 -2.992 -4.173 0.384
H 4.254 -3.166 -2.219 0.430
H 1.634 -0.327 -4.011 0.481
H 3.195 -0.091 -5.939 0.390
Se 0.227 -6.840 -2.791 -0.664
Sb -0.758 -5.175 -1.373 0.737
Se -0.511 -5.929 1.122 -0.523
Se -2.979 -4.388 -1.811 -0.637
Se 0.802 -4.067 0.235 0.090
```

DFT total energy, eV: -413800.841
Relative energy (zero: lowest compared OMol25 entry of this formula, charge and spin), kcal per mole: 11.0
Total charge: -2
E_LUMO, eV: 3.290

=====

Entry from the Open Molecules 2025 dataset: a 9-piece molecular cluster, C36H99N9O9 overall (the ωB97M-V functional and the def2-TZVPD basis).

```
153
Properties=species:S:1:pos:R:3:mulliken_charge:R:1
C -1.990 3.128 3.644 -0.570
O -1.488 3.856 4.736 -0.456
C -2.418 4.833 5.210 -0.716
C -2.063 5.457 6.582 0.423
C -3.039 6.568 6.933 -1.471
N -0.721 5.997 6.595 -0.742
H -2.387 3.814 2.889 0.410
H -2.844 2.467 3.839 0.333
H -1.241 2.452 3.235 0.028
H -2.416 5.658 4.485 0.297
H -3.446 4.462 5.247 0.387
H -2.060 4.576 7.234 0.328
H -2.666 7.055 7.832 0.390
H -4.058 6.218 7.103 0.387
H -3.104 7.252 6.084 0.375
H -0.190 5.408 5.953 0.293
H -0.736 6.865 6.060 0.292
C 1.026 -2.946 -2.979 -0.102
O -0.132 -3.410 -3.590 -0.393
C -1.106 -2.504 -4.065 -0.554
C -2.028 -1.888 -3.012 1.672
C -2.825 -2.836 -2.131 -0.847
N -2.957 -0.998 -3.690 -0.826
H 1.440 -2.139 -3.597 -0.016
H 1.826 -3.666 -2.806 0.308
H 0.745 -2.584 -1.981 0.098
H -0.670 -1.715 -4.690 -0.022
H -1.727 -3.023 -4.799 0.366
H -1.307 -1.365 -2.366 -0.520
H -3.181 -2.186 -1.327 -0.321
H -2.169 -3.619 -1.756 0.406
H -3.731 -3.205 -2.611 0.359
H -2.449 -0.154 -3.948 0.333
H -3.637 -0.573 -3.067 0.217
C 6.980 -2.257 -2.363 -0.672
O 8.295 -2.561 -1.967 -0.349
C 8.639 -3.927 -2.064 -0.670
C 10.012 -4.247 -1.436 0.578
C 11.119 -3.498 -2.175 -1.352
N 10.261 -5.666 -1.391 -0.675
H 6.923 -1.181 -2.494 0.260
H 6.329 -2.669 -1.580 0.278
H 6.752 -2.832 -3.269 0.330
H 7.907 -4.534 -1.522 0.304
H 8.761 -4.217 -3.113 0.327
H 9.943 -3.892 -0.400 0.213
H 11.001 -2.435 -2.386 0.318
H 11.352 -3.998 -3.117 0.333
H 12.046 -3.494 -1.593 0.343
H 11.005 -5.926 -0.760 0.231
H 9.514 -6.317 -1.195 0.196
C 2.028 4.852 -3.888 -0.593
O 1.742 5.425 -2.614 -0.424
C 0.489 5.099 -2.034 -0.195
C -0.799 5.467 -2.762 0.191
C -0.922 6.983 -3.178 -1.502
N -2.044 4.966 -2.203 -0.390
H 2.962 5.329 -4.186 0.288
H 1.241 5.131 -4.588 0.296
H 2.240 3.788 -3.755 0.162
H 0.487 4.012 -1.895 -0.060
H 0.556 5.629 -1.080 0.425
H -0.624 4.975 -3.726 0.177
H -1.236 7.531 -2.288 0.387
H -1.609 7.110 -4.014 0.399
H 0.022 7.411 -3.520 0.327
H -2.839 5.354 -2.694 0.256
H -2.167 5.282 -1.246 0.293
C -1.469 -0.953 5.619 -0.760
O -1.390 -2.199 4.908 -0.087
C -1.177 -3.249 5.824 -0.844
C -0.999 -4.577 5.036 0.703
C -0.412 -5.661 5.889 -1.556
N -0.130 -4.375 3.833 -0.735
H -1.313 -0.063 5.010 0.037
H -0.662 -0.898 6.355 0.408
H -2.433 -0.901 6.127 0.319
H -0.282 -3.072 6.433 0.456
H -2.012 -3.354 6.525 0.450
H -1.982 -4.833 4.631 0.103
H -0.138 -6.561 5.340 0.400
H -0.962 -5.929 6.792 0.348
H 0.546 -5.259 6.243 0.386
H 0.855 -4.423 4.085 0.320
H -0.279 -3.365 3.799 0.177
C -0.252 -0.160 1.906 -0.657
O 0.276 -0.114 0.594 0.154
C 1.680 -0.148 0.536 -1.037
C 2.061 0.104 -0.954 1.830
C 3.575 0.048 -1.207 -1.521
N 1.469 1.391 -1.362 -0.460
H -1.320 -0.166 1.681 -0.205
H 0.007 0.686 2.548 0.272
H 0.055 -1.102 2.369 0.377
H 2.209 0.587 1.148 0.355
H 1.987 -1.183 0.730 0.390
H 1.542 -0.637 -1.562 -0.724
H 4.100 0.655 -0.468 0.373
H 3.801 0.379 -2.219 0.131
H 3.960 -0.968 -1.102 0.422
H 0.468 1.215 -1.278 0.008
H 1.538 2.105 -0.639 0.306
C -3.829 -2.315 1.771 -0.417
O -5.006 -2.701 2.433 -0.471
C -4.847 -2.994 3.807 -0.472
C -6.056 -3.563 4.554 0.542
C -5.766 -4.014 5.986 -1.320
N -6.513 -4.751 3.785 -0.802
H -4.020 -2.181 0.708 0.069
H -3.024 -3.061 1.783 0.419
H -3.252 -1.451 2.118 0.062
H -4.080 -3.771 3.919 -0.004
H -4.429 -2.138 4.350 0.243
H -6.867 -2.827 4.609 0.384
H -4.919 -4.692 6.060 0.306
H -6.730 -4.410 6.302 0.362
H -5.581 -3.115 6.580 0.342
H -6.441 -4.452 2.816 0.276
H -7.496 -4.815 4.027 0.278
C -5.980 3.221 0.179 -0.801
O -5.230 2.468 1.110 -0.405
C -4.771 1.236 0.612 -0.760
C -3.621 1.314 -0.450 1.064
C -2.570 2.405 -0.255 -0.741
N -4.138 1.516 -1.816 -0.573
H -6.560 3.945 0.753 0.314
H -6.676 2.622 -0.415 0.347
H -5.430 3.806 -0.565 0.199
H -4.398 0.754 1.521 0.135
H -5.564 0.581 0.232 0.531
H -3.194 0.305 -0.398 -0.288
H -3.100 3.353 -0.333 0.091
H -1.863 2.327 -1.077 0.447
H -2.097 2.287 0.719 -0.112
H -4.981 0.970 -1.957 0.348
H -4.347 2.502 -1.892 0.191
C 1.406 -1.098 -7.584 -0.573
O 2.609 -1.529 -7.031 -0.422
C 3.034 -0.697 -5.952 -0.532
C 3.695 0.651 -6.315 0.593
C 4.539 0.630 -7.592 -1.312
N 4.344 1.164 -5.111 -0.668
H 1.557 -0.110 -8.045 0.267
H 0.531 -1.145 -6.932 0.099
H 1.207 -1.662 -8.501 0.323
H 2.228 -0.509 -5.229 0.142
H 3.623 -1.373 -5.325 0.453
H 2.835 1.312 -6.482 0.214
H 5.316 -0.131 -7.648 0.290
H 5.005 1.589 -7.821 0.385
H 3.802 0.419 -8.369 0.301
H 4.423 2.170 -5.206 0.276
H 3.685 0.989 -4.358 0.061
```

DFT total energy, eV: -70768.591
Relative energy (zero: lowest compared OMol25 entry of this formula, charge and spin), kcal per mole: 85.8
Structure (SMILES): COC[C@H](C)N.COC[C@H](C)N.COC[C@H](C)N.COC[C@H](C)N.COC[C@H](C)N.COC[C@H](C)N.COC[C@H](C)N.COC[C@H](C)N.COC[C@H](C)N
E_LUMO, eV: 0.375

=====

Entry from the Open Molecules 2025 dataset: C13H8Cl16N3 as an isolated structure (the ωB97M-V functional and the def2-TZVPD basis).

```
40
Properties=species:S:1:pos:R:3:mulliken_charge:R:1
C 5.281 -1.972 -1.081 -0.385
C 4.613 -0.872 -2.079 -0.323
C 2.994 -0.860 -1.896 -0.380
C 2.308 -1.850 -0.844 0.442
C 0.646 -1.697 -0.712 0.151
C -0.132 -0.908 0.487 0.225
C -1.757 -0.856 0.550 0.078
N -2.537 -1.514 -0.521 -0.594
N -1.868 -2.142 -1.516 0.205
C -0.413 -2.377 -1.805 -0.040
N 2.863 -2.897 0.054 -0.458
C 4.339 -2.872 -0.147 -0.142
H 6.453 -2.103 -1.050 0.316
H 5.180 -0.161 -2.815 0.420
H 2.340 -0.121 -2.538 0.459
H 0.475 -0.393 1.360 0.006
H -2.297 -0.304 1.457 0.081
H -2.506 -2.576 -2.254 0.314
H -0.030 -2.994 -2.749 0.399
H 4.915 -3.678 0.522 0.344
C -3.637 1.862 4.140 0.341
Cl -4.557 0.692 5.121 -0.090
Cl -4.761 3.034 3.406 -0.006
Cl -2.475 2.724 5.180 -0.078
Cl -2.758 0.997 2.855 -0.226
C -8.561 4.079 2.157 0.358
Cl -8.865 2.636 1.157 -0.090
Cl -6.977 4.774 1.730 -0.106
Cl -9.838 5.286 1.863 -0.085
Cl -8.563 3.619 3.879 -0.083
C 3.462 -1.348 -5.870 0.252
Cl 2.110 -2.277 -6.566 -0.119
Cl 3.464 0.298 -6.550 -0.106
Cl 3.273 -1.260 -4.100 0.014
Cl 5.001 -2.155 -6.263 -0.097
C 2.562 2.037 3.087 0.261
Cl 0.941 1.924 3.817 -0.043
Cl 2.681 3.537 2.132 -0.085
Cl 3.793 2.055 4.375 -0.081
Cl 2.835 0.633 2.025 -0.048
```

DFT total energy, eV: -218418.520
Total charge: +1
E_LUMO, eV: -5.035

=====

Entry from the Open Molecules 2025 dataset: C37H35ClN2RhS2Si2 as an isolated structure (the ωB97M-V functional and the def2-TZVPD basis).

```
80
Properties=species:S:1:pos:R:3:mulliken_charge:R:1
C -1.815 -1.758 -0.126 -0.769
C -2.477 -1.179 -1.242 0.006
C -2.299 -2.048 -2.384 -0.986
H -3.072 -0.277 -1.226 0.660
C -1.467 -3.147 -1.947 -0.910
C -1.184 -2.947 -0.552 -0.395
H -0.647 -3.629 0.082 0.695
H -1.805 -1.366 0.879 0.447
H -2.727 -1.924 -3.365 0.661
H -1.162 -3.984 -2.566 0.688
Rh -0.380 -1.370 -2.182 -0.401
Si 2.398 2.831 -2.845 1.186
C 1.158 3.994 -3.891 -0.046
C 1.329 4.027 -5.275 -0.185
H 2.151 3.469 -5.727 0.318
C 0.456 4.777 -6.073 -0.690
H 0.600 4.817 -7.161 0.455
C -0.612 5.467 -5.480 -0.505
H -1.299 6.036 -6.100 0.446
C -0.769 5.463 -4.089 -0.700
H -1.572 6.028 -3.618 0.440
C 0.137 4.749 -3.299 -0.042
H 0.052 4.799 -2.212 0.427
C 1.420 1.123 -3.222 1.004
C 0.038 1.192 -3.294 -1.522
H -0.442 2.178 -3.278 0.094
C -0.763 0.053 -3.569 -1.316
H -1.778 0.086 -3.964 1.419
C 0.826 -2.116 -3.500 -0.280
H 0.538 -3.118 -3.852 1.448
C 2.063 -1.433 -3.601 -0.855
H 2.924 -2.063 -3.783 0.314
C 2.135 -0.007 -3.782 -0.487
H 3.084 0.270 -4.271 0.643
H 1.819 3.477 -1.633 -0.163
Si 0.374 -0.754 -4.743 0.441
C 0.380 -2.116 -6.193 0.334
C -0.881 -2.463 -6.689 -0.340
H -1.762 -1.862 -6.473 0.363
C -1.038 -3.575 -7.539 -0.842
H -2.036 -3.829 -7.940 0.392
C 0.083 -4.337 -7.915 -0.553
H -0.052 -5.225 -8.562 0.377
C 1.361 -3.945 -7.454 -0.699
H 2.247 -4.497 -7.772 0.421
C 1.510 -2.819 -6.623 -0.109
H 2.527 -2.518 -6.372 0.345
C 0.269 0.606 -6.310 0.973
C -0.892 1.355 -6.500 -0.378
H -1.700 1.315 -5.774 0.232
C -1.067 2.199 -7.616 -0.755
H -1.999 2.760 -7.731 0.433
C -0.058 2.329 -8.569 -0.669
H -0.209 2.957 -9.455 0.432
C 1.129 1.613 -8.382 -0.724
H 1.925 1.712 -9.125 0.404
C 1.288 0.774 -7.259 -0.428
H 2.239 0.253 -7.158 0.335
H 3.409 3.102 -3.751 -0.326
Cl 3.980 1.967 -1.549 -0.369
C -1.851 2.315 -0.759 -1.100
C -0.506 1.939 -0.301 0.502
N 0.026 0.755 -0.430 0.348
C 1.273 0.682 0.180 0.380
C 1.705 1.889 0.727 -0.505
S 0.520 3.105 0.551 -0.156
C 1.973 -0.590 0.218 -0.920
C 3.089 -0.929 0.992 -0.412
S 3.517 -2.595 0.783 -0.174
C 2.161 -2.753 -0.363 0.121
N 1.493 -1.639 -0.543 0.840
C 1.832 -4.036 -1.020 -0.822
H -2.614 1.660 -0.311 0.229
H -2.043 3.347 -0.445 0.511
H -1.911 2.246 -1.854 0.180
H 2.690 2.066 1.146 0.372
H 3.657 -0.246 1.628 0.401
H 2.710 -4.702 -0.954 0.500
H 0.979 -4.509 -0.521 0.159
H 1.584 -3.853 -2.084 0.156
```

DFT total energy, eV: -94859.155
Relative energy (zero: lowest compared OMol25 entry of this formula, charge and spin), kcal per mole: 94.7
Total charge: +1
E_LUMO (spin up / spin down), eV: -2.558 / -5.913
Spin multiplicity: 5

=====

Q: The highest DFT total energy belongs to which entry?
A: C4H13N2O2